Density functional theory data (ωB97M-V/def2-TZVPD) for C35H36HgN7O5S2 as an isolated structure.

* HOMO energy (spin up / spin down): -1.6442 / -1.9953 eV
* spin multiplicity: 2
* Kohn-Sham gap (spin up / spin down): 5.775 / 6.125 eV
* LUMO energy (spin up / spin down): 4.13 / 4.13 eV
* charge: -2
* <S²>: 0.804
* max |F|: 1.32 eV Å⁻¹
* energy: -83388.0409 eV

Atoms and positions in Å:
Hg: -0.53669 0.15236 0.24173
S: -2.60927 0.52840 1.68256
S: -2.26153 2.57205 3.84272
O: 5.39554 4.43903 1.93666
O: 0.74928 -1.57708 0.07573
O: -1.30185 3.76931 -1.94360
O: -0.92069 1.80489 -1.02373
O: 5.92774 5.69372 0.19834
N: 1.90985 0.80086 -1.52004
N: -0.42041 0.80826 3.25156
N: 5.05725 5.15394 0.95368
N: 3.75565 2.24696 -0.94291
N: 0.18310 -0.14949 2.47118
N: 3.04378 2.08701 -3.26220
N: 4.18523 0.21661 -2.20545
C: 0.62158 3.62100 -0.56202
C: 1.00988 -1.04694 4.56722
C: 2.42171 -2.97518 3.00966
C: 1.51577 -2.23416 0.86887
C: 1.27353 2.99780 4.98058
C: 3.54900 2.96927 -2.19128
C: 1.77173 1.52163 -2.79435
C: 1.53430 2.69984 0.19331
C: -2.12474 -2.60864 -1.18528
C: -1.59395 1.21061 2.90592
C: 0.69445 5.00754 -0.60209
C: 3.98775 0.98748 -3.43292
C: -0.88913 3.80799 3.95245
C: -1.02806 -3.21070 -1.78254
C: 3.79619 5.26960 0.60299
C: -0.62747 3.05311 -1.19728
C: -2.55739 -1.36053 -1.61999
C: 3.13103 -4.08036 1.01759
C: -0.35941 -2.56456 -2.81123
C: 1.52543 6.03864 -0.11114
C: -1.89106 -0.71532 -2.65651
C: 2.33651 -3.24091 0.28038
C: 3.16197 -3.96942 2.40853
C: 1.77521 3.40489 7.29596
C: 2.12792 2.87468 6.06509
C: 2.87376 -0.27707 -1.75944
C: 4.68279 1.15241 -1.18179
C: 2.80596 6.15731 0.52443
C: 0.05052 3.64441 5.11287
C: -0.29079 4.18386 6.35190
C: 1.61333 -2.07380 2.29637
C: 0.56506 4.06906 7.43541
C: -0.78749 -1.31888 -3.24494
C: 0.90297 -1.04509 3.05846
C: 2.48721 1.67334 -0.46973
H: 0.44487 -0.21115 4.96651
H: 1.05120 2.32417 -2.70923
H: 3.73709 -4.83168 0.52237
H: 3.61240 0.31624 -4.21322
H: 4.83856 0.60110 -0.25188
H: 2.21839 3.30215 0.79328
H: -3.43064 -0.90338 -1.17169
H: 2.47795 -2.88328 4.08554
H: 2.45027 3.32184 8.13984
H: 3.01288 -0.85315 -0.84339
H: -2.22429 0.25757 -2.99085
H: 0.91029 2.10935 0.87201
H: 4.50025 3.40543 -2.50837
H: 1.40883 0.80778 -3.54112
H: 2.47098 -0.94063 -2.53144
H: 1.57874 2.60738 4.02301
H: 0.51726 -3.02188 -3.25455
H: 2.76538 1.00360 0.35341
H: -0.37481 3.79885 2.99290
H: 2.05003 -0.93868 4.87687
H: 2.30511 -3.31291 -0.80071
H: -1.43901 4.74428 4.04821
H: 5.64078 1.56257 -1.51263
H: 2.82689 3.76508 -2.02529
H: -0.25323 -0.80645 -4.03586
H: 3.09128 2.40382 5.92316
H: -0.17246 5.40477 -1.12077
H: 4.95266 1.39421 -3.75199
H: -0.67320 -4.16882 -1.42355
H: 2.97776 7.15981 0.94017
H: -1.23645 4.70523 6.45974
H: 0.61245 -1.97737 4.97692
H: -2.64042 -3.10502 -0.37244
H: 0.29616 4.51593 8.38633
H: 3.76596 -4.63872 3.00856
H: 1.06147 7.01403 -0.23335